No. 1
H26O13 | ωB97M-V with the def2-TZVPD basis set

Computed properties:
- HOMO: -8.00 eV
- Orbital gap: 6.966 eV
- F_max: 8.1 eV Å⁻¹
- Total charge: 0
- E: -993.1240 Ha
- ΔE to the lowest compared entry with this formula, charge and spin: 407.4 kcal/mol

Each line ends with the natural charge from an NBO analysis.
Geometry (Å):
H (-2.69, -1.56, -0.01)  0.513
H (1.91, 1.99, -0.40)  0.416
H (2.38, 2.46, 1.27)  0.478
O (-0.13, -1.69, 0.14)  -0.933
H (-0.24, 0.12, -1.85)  0.498
H (-0.61, -1.28, 1.66)  0.486
O (1.14, -0.99, 1.94)  -0.948
H (-0.14, 0.24, 2.53)  0.446
H (-1.40, 1.69, 0.37)  0.457
O (-1.10, 0.03, -2.24)  -0.927
H (0.47, -1.24, -0.93)  0.452
H (-0.28, 0.76, 1.11)  0.417
H (-0.23, -2.35, 2.65)  0.429
O (2.76, 2.10, 0.47)  -0.910
O (1.23, 2.19, -1.04)  -1.013
H (2.73, 1.15, 0.60)  0.456
H (-0.48, -0.20, -0.15)  0.499
O (-1.88, 2.45, 0.05)  -0.926
H (0.70, -1.71, -2.35)  0.461
H (-2.19, -1.41, -1.42)  0.509
H (-0.99, -0.63, -2.92)  0.468
O (-0.65, 0.85, 1.99)  -1.017
H (-0.06, -2.63, 0.05)  0.493
H (-1.04, -1.49, -0.07)  0.454
H (0.63, 1.45, -1.00)  0.434
H (-3.40, 0.31, -1.76)  0.403
H (-1.21, 3.03, -0.31)  0.465
O (0.94, -1.02, -1.74)  -0.994
O (-0.89, -1.69, 2.47)  -0.952
O (2.25, 0.14, 0.07)  -0.882
H (2.75, -0.65, 0.30)  0.518
O (-2.73, 0.99, -1.62)  -0.932
H (1.53, -1.77, 2.35)  0.476
O (0.00, 0.60, 0.07)  -0.925
O (-2.08, -1.05, -0.54)  -0.855
H (1.60, -0.25, 2.35)  0.483
H (2.40, 0.26, -0.87)  0.549
H (-1.93, 0.50, -1.42)  0.448
H (0.90, 0.31, 0.22)  0.504

No. 2
C4H5NOS | ωB97M-V with the def2-TZVPD basis set

Computed properties:
- HOMO: -6.91 eV
- Orbital gap: 7.295 eV
- F_max: 6.1 eV Å⁻¹
- Total charge: 0
- E: -683.4527 Ha
- SMILES: OC1=CS1.CC#N
- ΔE to the lowest compared entry with this formula, charge and spin: 97.4 kcal/mol

Each line ends with the natural charge from an NBO analysis.
Geometry (Å):
C (2.21, -0.21, -0.26)  0.415
S (1.20, 1.48, -0.06)  -0.182
C (2.86, 0.88, -0.56)  -0.423
H (-3.04, 0.55, -0.49)  0.277
O (1.93, -1.41, -0.04)  -0.648
C (-2.62, 0.12, 0.45)  -0.722
C (-1.36, -0.58, 0.13)  0.447
H (-3.11, -0.70, 0.93)  0.262
H (0.89, -1.47, -0.08)  0.492
H (3.69, 1.40, -0.73)  0.220
H (-2.24, 0.95, 1.09)  0.275
N (-0.41, -1.01, -0.37)  -0.412

No. 3
C36H36FIN6ReS | ωB97M-V with the def2-TZVPD basis set

Computed properties:
- HOMO (spin up / spin down): -13.14 / -13.47 eV
- Orbital gap (spin up / spin down): 6.606 / 5.863 eV
- ⟨S²⟩: 3.7866
- F_max: 0.7 eV Å⁻¹
- Total charge: +2
- E: -2595.5055 Ha
- 2S+1: 4
- ΔE to the lowest compared entry with this formula, charge and spin: 0.0 kcal/mol

Each line ends with the natural charge from an NBO analysis.
Geometry (Å):
C (1.59, -4.00, 0.95)  -0.063
C (3.53, -5.42, 0.90)  -0.193
F (-1.07, 1.97, 0.18)  -0.335
H (-2.68, 3.86, -0.73)  0.255
H (-2.93, 1.60, 3.82)  0.235
C (-3.23, -4.06, 2.27)  -0.168
N (0.72, -1.90, 0.02)  -0.268
C (2.97, -4.15, 0.96)  -0.201
H (4.72, 3.60, 0.30)  0.259
C (-2.60, -2.77, -1.23)  -0.285
C (3.89, 2.90, 0.26)  -0.140
H (-2.13, -1.83, -1.54)  0.209
H (-1.70, -3.81, -2.89)  0.220
H (-3.46, -2.94, 4.07)  0.224
H (0.68, -7.25, 0.80)  0.234
H (-4.73, -0.62, -0.07)  0.246
H (-3.27, -0.86, 4.34)  0.217
C (2.87, 0.85, 0.94)  0.047
H (0.88, 2.38, -1.17)  0.234
Re (-0.08, -0.05, 0.33)  1.521
C (2.70, -6.54, 0.84)  -0.178
C (-2.40, 0.78, 3.34)  -0.590
H (-4.56, -3.68, -1.47)  0.216
C (-2.69, -2.79, 0.28)  0.087
H (-3.93, -2.93, -2.93)  0.223
C (-4.01, -2.82, -1.85)  -0.591
C (1.29, -1.84, 4.70)  -0.100
C (1.00, -0.48, 4.64)  -0.219
H (0.37, 1.11, 3.33)  0.232
C (-3.14, 2.90, -0.62)  -0.241
C (1.32, -6.38, 0.84)  -0.180
H (3.62, -3.29, 1.01)  0.214
H (-2.31, -4.89, -1.66)  0.214
N (-2.05, -0.43, 0.50)  -0.600
C (3.94, 1.72, 0.99)  -0.209
C (-4.28, 0.35, -0.26)  -0.231
C (-2.58, -1.64, 1.08)  0.029
C (0.68, -1.58, -2.21)  0.322
H (2.89, -0.08, 1.48)  0.211
H (1.56, -2.30, 5.64)  0.256
C (-1.79, -3.94, -1.82)  -0.609
H (4.60, -5.54, 0.90)  0.236
C (1.24, -2.60, 3.54)  -0.185
H (-4.84, 0.64, 2.23)  0.205
H (-4.59, -1.93, -1.65)  0.206
H (-5.14, 0.48, 3.95)  0.228
H (-3.14, -4.89, 0.31)  0.228
C (-4.49, 2.67, -0.91)  -0.186
H (-3.47, -5.00, 2.74)  0.232
C (-3.21, -2.90, 3.02)  -0.210
C (-3.30, -0.46, 3.33)  -0.247
H (1.06, 0.15, 5.51)  0.259
N (1.77, 1.10, 0.20)  -0.527
H (3.13, -7.53, 0.79)  0.238
C (0.62, 0.06, 3.42)  0.088
H (-2.12, 1.12, 2.34)  0.176
H (1.44, -2.86, -3.59)  0.430
H (-1.50, 0.60, 3.92)  0.192
C (-5.04, 1.41, -0.73)  -0.167
H (1.49, -3.65, 3.54)  0.268
C (1.75, 2.23, -0.54)  0.024
C (-3.03, -3.99, 0.91)  -0.250
S (-0.21, -0.07, -2.05)  -0.064
C (-2.94, -1.65, 2.45)  0.001
H (4.80, 1.47, 1.59)  0.255
I (2.63, 4.87, -1.68)  0.282
H (0.72, -1.42, -4.25)  0.425
C (0.76, -5.12, 0.90)  -0.209
H (-0.31, -4.99, 0.92)  0.230
C (2.78, 3.16, -0.52)  -0.191
H (-5.40, -0.90, 2.89)  0.222
H (-0.79, -4.02, -1.40)  0.210
H (-5.09, 3.49, -1.28)  0.246
C (0.89, -1.98, 2.36)  0.151
N (0.97, -1.98, -3.45)  -0.744
C (-4.76, -0.04, 3.07)  -0.600
C (-2.44, 1.81, -0.17)  0.307
C (1.01, -2.64, 1.05)  0.278
N (0.55, -0.67, 2.31)  -0.525
C (-2.93, 0.53, 0.03)  0.133
H (-6.09, 1.25, -0.94)  0.243
N (1.04, -2.36, -1.22)  -0.395

No. 4
C12H48O12 | ωB97M-V with the def2-TZVPD basis set

Computed properties:
- HOMO: -9.56 eV
- Orbital gap: 9.670 eV
- F_max: 1.2 eV Å⁻¹
- Total charge: 0
- E: -1388.6539 Ha
- SMILES: CO.CO.CO.CO.CO.CO.CO.CO.CO.CO.CO.CO
- ΔE to the lowest compared entry with this formula, charge and spin: 122.5 kcal/mol

Each line ends with the Löwdin charge.
Geometry (Å):
H (-0.05, -1.19, -4.27)  0.074
H (0.60, -2.41, 5.42)  0.060
H (-0.43, -2.86, -0.25)  0.066
H (-1.09, 4.09, 3.08)  0.055
H (3.26, 2.89, -2.39)  0.081
O (2.75, 1.05, 1.38)  -0.133
C (-0.16, -3.76, -0.80)  -0.159
C (0.53, 3.20, 3.74)  -0.140
H (0.87, -4.02, -0.52)  0.069
H (4.32, -3.52, -2.38)  0.078
O (-2.92, 1.30, 1.62)  -0.149
H (2.66, -3.96, -2.94)  0.074
H (-1.04, -0.42, -0.20)  0.084
C (3.56, 0.18, 2.13)  -0.176
O (1.01, -0.62, -0.20)  -0.146
O (-3.15, 2.28, -0.97)  -0.140
H (-3.04, 2.26, -4.25)  0.089
O (-0.81, 3.68, 3.90)  -0.138
H (-3.25, -1.12, 4.27)  0.076
C (-1.18, 1.62, -4.15)  -0.111
H (1.37, -0.36, -4.92)  0.081
H (1.69, 2.69, -1.56)  0.079
C (1.31, -2.31, 3.58)  -0.158
H (-0.98, -5.09, 0.35)  0.076
H (-0.17, 0.42, 1.06)  0.077
C (-0.14, 0.17, 0.01)  -0.130
H (1.10, -1.00, -1.08)  0.043
O (3.50, -5.21, -1.50)  -0.111
H (3.53, -0.86, 1.79)  0.075
H (2.86, -5.80, -1.91)  0.073
H (0.72, 2.54, 4.58)  0.079
O (1.31, -1.96, 4.96)  -0.122
H (-4.14, 4.09, -1.25)  0.083
H (-1.17, 0.79, -4.87)  0.073
H (-2.99, 3.18, 2.34)  0.067
H (-0.16, -3.53, -1.87)  0.077
H (1.22, 4.05, 3.75)  0.075
H (-4.62, 2.43, 2.18)  0.077
C (1.04, -1.23, -4.34)  -0.136
O (1.58, 3.21, -3.54)  -0.133
H (2.58, -1.01, -3.16)  0.087
H (0.42, -2.91, 3.38)  0.072
H (-5.09, 2.83, -0.47)  0.079
H (-2.91, 1.69, 0.72)  0.040
H (1.24, -1.42, 2.96)  0.064
H (3.35, 0.24, 3.20)  0.077
H (1.31, -2.14, -4.88)  0.082
O (1.64, -1.18, -3.05)  -0.143
H (-3.53, 2.02, 3.50)  0.082
O (-2.51, 1.75, -3.63)  -0.129
H (-1.75, -2.10, 4.39)  0.060
H (0.67, 2.69, 2.79)  0.065
H (-0.93, 2.54, -4.68)  0.086
H (1.80, 2.85, -4.40)  0.068
H (-0.50, 1.42, -3.33)  0.069
C (-4.32, 3.01, -1.22)  -0.147
C (-3.57, 2.26, 2.44)  -0.131
H (-0.22, 1.06, -0.64)  0.072
C (3.35, -3.93, -2.09)  -0.178
H (2.17, -2.91, 3.30)  0.077
O (-2.07, -1.26, 2.56)  -0.147
H (4.63, 0.39, 1.95)  0.073
O (-0.99, -4.89, -0.59)  -0.110
H (2.25, 1.43, -2.64)  0.058
H (2.89, -3.23, -1.38)  0.058
H (2.17, 0.51, 0.84)  0.018
H (-2.71, 2.06, -1.81)  0.051
C (-2.20, -1.20, 3.98)  -0.159
H (-4.78, 2.74, -2.18)  0.078
H (-1.65, -0.34, 4.38)  0.082
C (2.24, 2.51, -2.48)  -0.138
H (-2.26, -0.36, 2.25)  0.022

Look up the F_max of the second one. 6.1 eV Å⁻¹

Number 4 is which compound? C12H48O12